Record 1
The following is a quantum chemistry calculation of 2 unconnected molecules or ions with the total composition C7H10ClN3O2, from the OMol25 dataset.

Structure (XYZ):
```
23
Properties=species:S:1:pos:R:3:forces:R:3
C -0.2580 1.3792 -2.7478 1.87 1.28 1.78
O 0.4281 0.2480 -2.1732 -1.49 -2.58 -2.45
C 0.9870 0.3458 -1.0030 -0.14 0.09 0.51
N 0.9993 1.5219 -0.4264 -0.25 -0.05 -0.46
C 1.5698 1.6105 0.7398 0.78 3.18 1.91
C 2.1934 0.6194 1.4497 -1.30 -1.04 -0.47
C 2.0099 -0.6682 0.9210 -0.50 0.60 -0.60
C 1.4682 -0.8076 -0.3476 0.61 0.61 0.12
Cl 1.4508 -2.3200 -1.1507 -0.31 -0.36 0.01
H -1.1776 1.6599 -2.2492 -0.21 -0.51 0.29
H -0.3649 1.4584 -3.8210 0.33 -1.13 -0.15
H 0.5176 2.0341 -2.3829 -0.62 2.06 -0.86
H 1.5074 2.6477 1.2026 0.25 -1.29 -0.55
H 2.5190 0.8106 2.4441 0.36 -0.06 0.52
H 2.0397 -1.5327 1.5358 0.88 -0.78 0.31
H -2.2679 -0.7909 -0.7548 -0.38 0.38 -0.05
N -1.6882 -0.3645 -0.0442 0.96 0.74 -2.44
C -1.7731 -0.9717 1.0383 -0.94 0.47 0.10
N -2.8669 -1.6828 1.4086 0.51 -0.95 1.35
O -0.8565 -0.7802 1.9694 -0.90 -1.29 2.01
H -3.5160 -1.8511 0.6676 -0.18 -0.35 0.01
H -2.6809 -2.4074 2.0908 -0.48 -0.04 -0.20
H -0.2404 -0.1584 1.6334 1.15 1.02 -0.68
```
Forces are in eV/Å.

Values from the calculation:
SMILES string ... COc1ncccc1Cl.[H]/N=C(\N)O
HOMO ... -8.6 eV
Energy relative to the best compared isomer or geometry (same formula, charge and spin) ... 3.9 kcal per mole
Orbital gap ... 9.328 eV
Total charge ... 0

Results of the Mulliken charge analysis, in e, for atoms 1 through 5:
1. C -0.726
2. O -0.414
3. C 0.528
4. N -0.492
5. C -0.388

---

Record 2
The following is a quantum chemistry calculation of a single C4H7NO2 molecule, from the OMol25 dataset.

Structure (XYZ):
```
14
Properties=species:S:1:pos:R:3:forces:R:3
O 1.9626 0.5702 0.6822 -0.02 0.31 0.19
C 1.0091 0.0055 -0.1046 -0.42 -0.07 -0.01
C -0.5369 -2.0067 0.1425 -0.44 -0.25 0.22
O -0.1552 -0.4633 0.7876 0.63 -0.12 -0.73
C -1.1503 0.4871 0.6012 0.01 0.31 -0.37
N -0.9966 1.3170 -0.3338 -0.10 -0.30 0.33
C 0.2453 0.9613 -1.0255 0.20 0.03 -0.16
H 1.6569 1.4385 0.9777 0.16 0.01 0.03
H 1.4107 -0.9054 -0.5591 -0.38 0.26 0.30
H -1.5327 -1.7919 -0.2902 0.08 0.24 0.02
H -0.7783 -2.4437 1.1167 0.03 -0.23 0.09
H -1.9959 0.4426 1.2822 0.24 -0.15 -0.07
H -0.0087 0.4839 -1.9774 0.06 0.07 0.15
H 0.8363 1.8571 -1.2371 -0.05 -0.13 0.03
```
Forces are in eV/Å.

Values from the calculation:
HOMO ... -7.9 eV
Energy relative to the best compared isomer or geometry (same formula, charge and spin) ... 126.5 kcal per mole
Orbital gap ... 8.531 eV
Total charge ... 0

Results of the Mulliken charge analysis, in e, for atoms 1 through 5:
1. O -0.509
2. C 0.124
3. C -0.677
4. O -0.233
5. C 0.095

---

Record 3
The following is a quantum chemistry calculation of 3 unconnected molecules or ions with the total composition C2H10NO2S, from the OMol25 dataset.

Structure (XYZ):
```
16
Properties=species:S:1:pos:R:3:forces:R:3
C 0.2015 -0.0468 -1.2368 -0.06 -1.15 1.80
C 0.2896 -1.3211 -2.0537 -1.40 0.13 -2.63
S -0.0992 -3.0109 -1.4384 0.45 0.44 0.51
N 0.9360 -0.1812 0.0617 0.31 -0.28 -0.83
H -0.8306 0.1130 -0.9159 -0.13 0.00 -0.21
H 0.4499 0.8329 -1.8153 0.47 0.20 -0.04
H 1.1527 -1.3201 -2.7371 0.46 -0.08 0.65
H -0.5066 -1.1498 -2.8189 0.19 0.00 0.25
H 1.9362 -0.0331 -0.0608 -0.09 0.43 -0.11
H 0.9186 -1.1989 0.2094 -0.29 0.11 0.17
H -0.0557 0.2105 1.6818 0.76 0.78 0.88
H -0.0095 -0.8880 2.5821 0.11 0.03 0.77
O 0.0888 0.0756 2.6697 -0.68 -0.73 -1.19
H -1.7258 2.3692 1.2821 -0.41 0.26 -0.22
H -0.9753 2.6055 2.5154 0.13 0.20 0.36
O -1.7705 2.9432 2.0747 0.18 -0.32 -0.15
```
Forces are in eV/Å.

Values from the calculation:
HOMO (spin up / spin down) ... 3.9 / -0.2 eV
2S+1 ... 2
Energy relative to the best compared isomer or geometry (same formula, charge and spin) ... 24.0 kcal per mole
⟨S²⟩ ... 0.751
Orbital gap (spin up / spin down) ... 2.006 / 6.118 eV
Total charge ... -2

Results of the Mulliken charge analysis, in e, for atoms 1 through 5:
1. C -1.529
2. C -0.647
3. S -0.717
4. N -0.574
5. H 0.450

---

| no. | electronic energy (eV) |
| --- | --- |
| 1 | -28507.77294 |
| 2 | -9841.79551 |
| 3 | -18653.23113 |